ORCA calculation (the ωB97M-V functional and the def2-TZVPD basis) on a molecular structure, C4H8O2.

Element x y z (Å)
O (1.5816, -0.3566, -0.9230)
O (0.1985, 1.1977, -0.2454)
C (0.3862, -1.0595, -0.4854)
C (1.4050, 0.9300, -0.6074)
C (-0.3385, 0.0308, 0.2816)
C (-1.8242, 0.0271, 0.4154)
H (-2.1769, 0.9769, 0.8281)
H (-0.1334, -1.4456, -1.3849)
H (2.0340, 1.6861, -1.0544)
H (1.7254, 0.5922, 1.2994)
H (-2.3479, -0.1493, -0.5401)
H (-2.1283, -0.7655, 1.1071)
H (0.9989, 0.2193, 1.4586)
H (0.6855, -1.9098, 0.1364)

Cartesian forces, eV/Å:
0.100 0.053 0.048
0.077 0.006 0.025
-0.151 -0.171 0.097
-0.017 0.114 -0.104
-0.131 -0.136 -0.060
-0.032 0.001 0.056
0.071 -0.136 -0.044
0.020 0.064 0.095
-0.047 -0.084 0.127
-0.012 -0.005 -0.051
0.097 0.014 0.084
0.031 0.107 -0.101
0.038 0.062 -0.088
-0.045 0.110 -0.084

The calculation puts the gap between HOMO and LUMO (spin up / spin down) at 8.01 / 8.02 eV. The value obtained for the total energy is -8368.092 eV. For the energy above the lowest of the compared OMol25 structures with the same formula, charge and spin, the calculation gives 500.8 kJ/mol.